Entry from the Open Molecules 2025 dataset: a molecular structure, C64H171AsF9N15O17 in a non-equilibrium geometry (ωB97M-V/def2-TZVPD).

Cartesian coordinates (Å):
As: -23.27 18.44 -3.68
F: -22.91 18.98 -2.05
F: -21.94 17.29 -3.37
F: -21.98 19.63 -4.17
F: -24.49 17.35 -2.97
F: -19.73 13.04 -5.04
F: -20.26 12.28 -3.07
F: -24.53 19.72 -3.95
F: -20.61 14.27 -3.59
F: -23.46 17.98 -5.39
O: -24.10 12.14 -7.28
O: -27.29 21.95 -6.78
O: -24.81 13.83 -2.06
O: -18.11 15.25 -3.29
O: -17.54 15.33 -6.14
O: -16.01 24.35 -0.43
O: -23.60 21.54 1.82
O: -15.48 16.42 -2.63
O: -22.67 26.80 -0.58
O: -17.27 13.30 -3.89
O: -20.18 14.37 0.79
O: -27.62 19.64 -10.63
O: -25.70 17.58 4.39
O: -29.27 19.53 -4.08
O: -28.15 12.84 -5.60
O: -21.42 19.86 -10.10
O: -16.94 21.79 -6.75
N: -17.66 18.08 -2.91
N: -26.83 18.04 -1.42
N: -21.82 21.48 -1.43
N: -18.97 22.63 -1.91
N: -25.81 20.73 -8.75
N: -18.29 17.77 -5.55
N: -20.17 17.45 -1.20
N: -26.61 14.81 0.03
N: -24.38 21.59 -6.28
N: -22.36 14.98 -5.88
N: -19.26 20.33 -4.27
N: -25.11 19.03 1.00
N: -27.35 14.94 -2.73
N: -22.21 22.80 -8.03
N: -20.76 25.38 -3.42
C: -16.92 11.89 -3.63
C: -25.13 22.63 -5.62
C: -21.06 13.23 1.02
C: -22.66 19.16 -10.24
C: -23.76 14.98 -7.80
C: -22.35 21.99 -9.20
C: -23.90 10.89 -7.89
C: -25.94 19.30 -8.93
C: -21.44 20.73 -8.99
C: -30.52 19.53 -3.44
C: -19.69 13.33 -3.74
C: -25.67 18.72 -7.53
C: -18.40 22.64 0.48
C: -23.41 18.13 2.59
C: -14.61 24.38 -0.76
C: -19.16 17.03 1.05
C: -26.65 22.21 -5.50
C: -25.98 18.38 3.28
C: -23.45 14.27 -6.50
C: -21.53 26.29 -1.26
C: -17.29 21.38 -5.48
C: -23.64 22.86 2.36
C: -15.57 22.08 -6.88
C: -15.85 17.25 -1.50
C: -18.69 15.81 -6.84
C: -19.72 22.26 -5.70
C: -14.79 15.29 -2.16
C: -27.32 20.30 -1.66
C: -24.21 21.67 -1.03
C: -24.89 23.98 -6.32
C: -21.92 25.89 -2.72
C: -27.37 19.04 -9.35
C: -16.55 18.47 -2.06
C: -29.02 19.65 -10.94
C: -19.70 16.41 -0.26
C: -27.79 11.43 -5.96
C: -26.81 15.61 -4.88
C: -16.69 23.41 -1.26
C: -27.67 13.19 -4.30
C: -22.54 21.38 0.86
C: -22.03 22.81 -10.47
C: -22.80 22.06 -0.54
C: -26.35 12.44 -0.03
C: -19.40 17.00 -6.03
C: -27.79 14.69 -4.10
C: -22.41 27.10 0.78
C: -23.71 13.73 -2.97
C: -27.90 18.90 -2.00
C: -20.32 17.86 -6.91
C: -24.92 18.11 2.15
C: -25.58 13.76 0.26
C: -18.35 13.89 -3.17
C: -28.33 18.63 -3.50
C: -15.58 11.66 -4.32
C: -26.48 17.71 5.56
C: -16.96 14.24 -6.84
C: -24.36 13.95 -0.70
C: -23.01 12.89 -6.85
C: -22.97 24.85 -2.68
C: -18.18 23.28 -0.85
C: -20.74 15.31 -0.10
C: -17.11 19.55 -1.09
C: -18.81 21.02 -5.48
C: -28.64 21.58 -6.68
H: -19.87 16.45 -5.21
H: -18.26 23.41 1.23
H: -20.88 25.27 -4.42
H: -18.40 17.80 0.88
H: -25.00 22.22 -0.52
H: -25.38 24.83 -5.83
H: -22.53 23.96 -2.24
H: -22.18 13.00 -7.54
H: -29.10 20.12 -11.92
H: -20.96 23.04 -10.54
H: -19.38 22.21 0.67
H: -31.00 20.33 -3.99
H: -14.77 12.09 -3.73
H: -28.58 10.77 -5.60
H: -18.37 13.60 -2.12
H: -28.85 20.66 -6.14
H: -20.84 27.14 -1.22
H: -26.94 14.93 -0.92
H: -17.86 18.26 -6.32
H: -23.15 19.02 3.16
H: -26.03 17.00 6.26
H: -25.84 11.50 0.19
H: -25.26 13.88 1.30
H: -16.59 23.52 -2.34
H: -26.44 20.47 -2.29
H: -23.20 10.78 -8.72
H: -23.54 13.30 -0.40
H: -18.89 20.31 -6.30
H: -14.38 24.77 -1.75
H: -18.86 15.97 -0.79
H: -26.10 21.20 -9.59
H: -24.48 21.89 -2.06
H: -22.94 18.58 -9.36
H: -27.27 12.23 0.51
H: -16.42 14.44 -7.76
H: -22.90 22.44 -7.39
H: -20.76 21.98 -5.86
H: -22.74 23.05 2.95
H: -21.66 15.70 0.34
H: -17.71 21.86 0.79
H: -19.67 22.90 -4.81
H: -17.67 13.43 -7.06
H: -30.56 19.75 -2.38
H: -18.09 19.36 -0.64
H: -23.69 23.67 1.64
H: -18.30 16.21 -7.77
H: -25.86 17.64 -7.62
H: -26.31 18.56 -0.73
H: -22.55 12.43 -5.98
H: -25.06 17.11 1.74
H: -25.77 15.41 -4.61
H: -15.43 14.62 -1.59
H: -16.12 14.03 -6.19
H: -16.36 22.40 -0.99
H: -29.51 18.70 -11.19
H: -26.44 21.05 -8.02
H: -26.34 15.74 0.29
H: -22.34 22.25 -11.35
H: -24.91 10.65 -8.23
H: -26.51 14.39 -2.57
H: -27.00 18.23 2.93
H: -29.60 20.18 -10.19
H: -27.07 15.90 -2.60
H: -24.98 19.98 1.32
H: -14.31 23.33 -0.74
H: -20.62 16.98 -1.97
H: -28.78 18.88 -1.36
H: -22.50 18.34 -10.95
H: -20.89 18.05 -0.83
H: -21.02 17.22 -7.45
H: -25.23 23.88 -7.35
H: -14.12 25.11 -0.13
H: -23.49 19.75 -10.63
H: -24.29 14.24 -5.80
H: -26.49 18.72 5.99
H: -24.36 20.59 -0.99
H: -17.95 18.97 -3.28
H: -26.41 19.10 -6.83
H: -13.87 15.47 -1.61
H: -21.71 20.13 -8.12
H: -23.11 14.64 -2.89
H: -23.93 16.01 -7.52
H: -26.62 12.89 -4.31
H: -20.40 20.96 -8.79
H: -28.13 19.33 -8.63
H: -23.25 17.32 3.30
H: -24.00 14.96 -0.48
H: -24.92 21.22 -7.04
H: -24.63 18.85 -7.24
H: -21.23 12.56 0.18
H: -16.75 20.52 -5.09
H: -23.81 24.13 -6.38
H: -22.03 21.77 -2.37
H: -29.26 22.39 -6.30
H: -19.78 22.41 -1.36
H: -19.35 14.99 -7.11
H: -20.11 26.15 -3.43
H: -26.99 16.68 -4.82
H: -22.54 23.77 -10.44
H: -14.84 21.28 -6.98
H: -20.58 12.59 1.76
H: -23.04 12.90 -2.75
H: -27.20 22.98 -4.96
H: -22.58 26.26 1.45
H: -22.56 23.11 -0.36
H: -21.82 20.47 -1.45
H: -15.25 22.70 -6.04
H: -25.26 18.86 -9.66
H: -18.61 24.28 -0.79
H: -29.01 21.44 -7.69
H: -27.99 21.11 -1.94
H: -22.44 20.31 0.69
H: -22.65 15.94 -5.74
H: -18.80 16.35 1.82
H: -26.62 21.26 -4.97
H: -27.49 17.34 5.38
H: -16.58 16.77 -0.85
H: -24.24 13.56 -3.91
H: -21.45 27.56 0.99
H: -26.82 11.07 -5.62
H: -28.19 12.55 -3.58
H: -25.83 19.44 3.49
H: -20.85 18.58 -6.28
H: -26.51 12.36 -1.10
H: -19.71 18.48 -7.56
H: -23.19 24.55 -3.70
H: -24.34 20.79 -5.67
H: -24.61 14.67 -8.41
H: -17.55 11.21 -4.20
H: -27.05 20.40 -0.61
H: -24.43 23.00 3.10
H: -26.13 17.84 -2.13
H: -27.46 17.96 -9.51
H: -19.23 22.82 -6.50
H: -16.90 11.50 -2.61
H: -18.45 18.00 -2.29
H: -27.79 11.21 -7.03
H: -28.84 14.97 -4.15
H: -22.27 26.64 -3.43
H: -31.04 18.62 -3.73
H: -15.38 22.70 -7.75
H: -23.49 10.10 -7.26
H: -23.35 21.56 -9.24
H: -14.89 17.51 -1.07
H: -19.96 17.59 1.53
H: -24.78 22.78 -4.60
H: -22.11 14.64 -4.96
H: -15.77 19.04 -2.56
H: -14.52 14.64 -2.99
H: -21.60 21.66 1.34
H: -18.75 18.58 -5.15
H: -17.10 22.21 -4.79
H: -17.12 20.40 -1.78
H: -20.97 14.80 -1.03
H: -15.31 10.61 -4.44
H: -23.12 27.89 1.03
H: -26.72 15.40 -5.94
H: -27.42 18.65 -4.10
H: -28.65 17.59 -3.52
H: -22.86 15.01 -8.42
H: -22.74 17.99 1.74
H: -23.81 25.22 -2.09
H: -19.24 21.03 -3.54
H: -15.55 12.16 -5.29
H: -21.02 25.46 -0.78
H: -16.46 19.64 -0.22
H: -24.26 18.84 0.50
H: -19.41 23.26 -2.57
H: -21.40 22.37 -7.61
H: -20.27 20.25 -4.30
H: -21.97 13.59 1.50

Values from the calculation:
* maximum force: 0.081 Eh/bohr
* gap between HOMO and LUMO: 4.535 eV
* highest occupied orbital energy: -1.44 eV
* charge: -2
* lowest unoccupied orbital energy: 3.096 eV